Molecular formula: C3H2CuFO2
Method: DFT, ωB97M-V/def2-TZVPD

Each line ends with the Mulliken charge.
Positions of all 9 atoms, in Å:
Cu 2.9636 0.7306 -0.7497  0.78
F -1.0799 -1.7539 0.5036  -0.14
O -0.1346 0.5704 2.5829  -0.13
O 0.9586 0.8190 -0.7531  -0.68
C -0.6027 0.1965 1.5947  0.52
C -0.1566 0.1683 -0.8200  -0.33
C -0.7218 -0.4629 0.3967  0.42
H -0.9532 0.6650 -1.4387  0.33
H -0.2734 -0.9330 -1.3165  0.24

Total charge: +1
E_HOMO (spin up / spin down): -13.975 / -13.861 eV
ΔE to the lowest compared entry with this formula, charge and spin: 1.193 eV
Energy: -54582.8025 eV
E_LUMO (spin up / spin down): -5.34 / -7.60 eV
HOMO-LUMO gap (spin up / spin down): 8.63 / 6.26 eV
Multiplicity: 2

Molecular formula: C4H4F2O
Method: DFT, ωB97M-V/def2-TZVPD

Each line ends with the Mulliken charge.
Positions of all 11 atoms, in Å:
F -0.5041 0.2040 -2.0130  -0.30
F 0.2785 1.9329 -1.1481  -0.28
O 1.5784 -1.9374 1.0419  -0.49
C -0.1969 0.7772 -0.8610  0.87
C 0.6578 -1.4324 0.4015  -0.22
C -0.8713 0.6340 0.3943  -0.70
C 0.4868 0.0310 0.2618  -0.27
H -0.0499 -2.0469 0.0065  0.43
H 1.3682 0.4840 0.5810  0.44
H -1.1601 1.6125 0.8471  0.28
H -1.5872 -0.2590 0.4881  0.24

Total charge: 0
E_HOMO: -10.293 eV
ΔE to the lowest compared entry with this formula, charge and spin: 1.619 eV
SMILES: O=C[C@@H]1CC1(F)F
Energy: -11693.1168 eV
E_LUMO: 0.61 eV
HOMO-LUMO gap: 10.91 eV

Molecular formula: C3H5N5
Method: DFT, ωB97M-V/def2-TZVPD

Each line ends with the Mulliken charge.
Positions of all 13 atoms, in Å:
N 2.0676 -0.2449 -1.1738  -0.35
N 0.0485 0.0720 0.5114  0.20
N 2.2039 0.5584 0.2005  -0.38
N -1.5583 -0.1903 -1.2227  -0.68
N -1.0274 -0.1388 1.5195  -0.88
C 0.7843 -0.1356 -1.5733  0.01
C 1.3432 0.6407 1.0057  0.20
C -0.4265 -0.0070 -0.7463  0.46
H 1.2451 1.2333 2.0160  0.33
H -1.8769 0.2851 1.2693  0.24
H 0.8099 -0.7499 -2.6130  0.33
H -2.3252 -0.1274 -0.6304  0.23
H -1.2883 -1.1955 1.4372  0.29

Total charge: 0
E_HOMO: -9.787 eV
ΔE to the lowest compared entry with this formula, charge and spin: 5.456 eV
SMILES: [H]/N=c1/cnncn1N
Energy: -10637.4177 eV
E_LUMO: -0.06 eV
HOMO-LUMO gap: 9.73 eV

Molecular formula: CH4O2PS
Method: DFT, ωB97M-V/def2-TZVPD

Each line ends with the Mulliken charge.
Positions of all 9 atoms, in Å:
S -1.8763 -1.0086 0.7320  -0.32
P 0.1029 0.5360 -1.0090  0.14
O 1.4154 1.6294 -0.6849  -0.51
O 0.8147 -0.6447 -1.6452  -0.59
C -0.2452 -0.2959 0.8365  -0.76
H 1.2376 2.6277 -0.6993  0.28
H -0.2457 0.3180 1.6694  0.39
H 0.2400 -1.2575 1.0073  0.25
H -1.4433 -1.9044 -0.2067  0.11

Total charge: -1
E_HOMO: -2.828 eV
ΔE to the lowest compared entry with this formula, charge and spin: 2.989 eV
SMILES: [O-]P(O)CS
Energy: -25322.2989 eV
E_LUMO: 3.61 eV
HOMO-LUMO gap: 6.43 eV

Molecular formula: C31H25BrCrN4O6S2
Method: DFT, ωB97M-V/def2-TZVPD

Each line ends with the Mulliken charge.
Positions of all 70 atoms, in Å:
Br -1.9580 -3.3168 -3.4373  -0.03
Cr -1.0677 -1.6424 -0.3256  0.44
S -0.7038 0.7685 -0.1032  -0.37
S 0.9576 -1.5742 -1.6272  -0.49
O -8.4262 0.9685 -1.1322  -0.61
O -2.3960 -1.8433 1.1890  -0.49
O -2.5911 -1.0894 -1.3444  -0.05
O -8.1332 0.5402 0.9618  -0.61
O 0.3494 -4.1513 2.3585  -0.68
O 0.1092 -2.3672 1.0110  -0.02
N -7.7662 0.5623 -0.1967  1.02
N -1.1602 -3.6602 -0.7819  0.35
N 2.9607 0.0810 -1.1912  0.14
N 1.1868 2.2566 -1.1793  0.49
C 0.7618 1.0493 -0.8639  0.42
C -1.5670 -4.3021 -1.8837  0.06
C -0.7493 -4.4049 0.2684  0.45
C -1.3071 -6.4257 -0.8358  -0.34
C 1.6544 -0.1125 -1.1921  0.32
C -4.3438 -0.8644 0.2461  0.68
C 3.9292 -1.0096 -0.9255  -1.58
C 0.3140 5.0572 2.2176  -0.71
C -3.5769 -1.4605 1.2821  -0.34
C 0.5563 4.4104 -0.0896  0.99
C 5.8628 -0.5585 2.3110  -0.63
C 0.1206 4.1314 1.2041  -0.19
C 4.9197 -0.9509 3.2489  -0.40
C -6.4076 0.0910 -0.4880  -0.51
C 3.4559 1.4479 -1.0124  -0.70
C -0.0464 -3.6111 1.3578  0.42
C 3.6688 -1.3942 2.8337  -0.87
C 2.5315 2.3956 -1.7336  -0.77
C -0.8235 -5.7759 0.2886  -0.77
C -1.6579 -5.6813 -1.9485  -0.64
C 0.9375 6.2688 1.9472  -0.43
C 1.3705 6.5539 0.6613  -0.64
C -4.6379 -0.2238 -2.0830  -0.85
C 3.3580 -1.4302 1.4836  0.10
C 5.5528 -0.5930 0.9574  -0.41
C -5.9111 0.1838 -1.7984  -0.39
C 1.1798 5.6255 -0.3531  -0.31
C -3.8001 -0.7395 -1.0668  0.48
C -5.6530 -0.4366 0.5157  -0.45
C 0.3162 3.4417 -1.2233  -1.94
C 4.3002 -1.0252 0.5401  0.58
H -1.3747 -7.5060 -0.8614  0.44
H -0.3761 3.1921 1.4148  0.34
H 2.9357 -1.7260 3.5581  0.51
H 1.0794 6.9922 2.7402  0.39
H 1.5057 5.8572 -1.3626  0.36
H -0.0330 4.8357 3.2186  0.41
H 6.2950 -0.2930 0.2245  0.38
H 1.8484 7.5008 0.4463  0.38
H 4.8065 -0.8288 -1.5451  0.48
H 4.4539 1.5089 -1.4412  0.49
H -6.5602 0.5793 -2.5675  0.52
H -6.0699 -0.5184 1.5121  0.56
H 5.1608 -0.9207 4.3038  0.40
H 2.5154 2.1818 -2.8065  0.32
H -4.0685 -1.6173 2.2479  0.40
H 2.8647 3.4206 -1.5828  0.46
H 3.4761 -1.9459 -1.2339  0.54
H -0.7162 3.0987 -1.2367  0.69
H 0.5323 3.9422 -2.1681  0.50
H 6.8430 -0.2274 2.6298  0.40
H 3.5224 1.6909 0.0511  0.37
H -1.9817 -6.1499 -2.8655  0.46
H -0.4800 -6.3011 1.1690  0.54
H -4.2331 -0.1572 -3.0845  0.47
H 2.3846 -1.7977 1.1724  0.44

Total charge: +1
E_HOMO (spin up / spin down): -11.279 / -11.425 eV
ΔE to the lowest compared entry with this formula, charge and spin: 0.361 eV
Energy: -170927.9999 eV
E_LUMO (spin up / spin down): -4.17 / -4.21 eV
HOMO-LUMO gap (spin up / spin down): 7.11 / 7.22 eV
Multiplicity: 4

Molecular formula: C12H24BrF12N2O16S4V
Method: DFT, ωB97M-V/def2-TZVPD

Each line ends with the Mulliken charge.
Positions of all 72 atoms, in Å:
Br 4.6740 5.9336 -3.7805  -0.72
V 2.2092 2.4093 -2.4810  1.85
S -2.3888 5.3246 -5.3461  1.06
S 9.4451 1.7106 3.2337  1.08
S -0.1417 4.7184 1.9760  1.02
S 4.3144 0.0428 -7.0960  1.06
F 9.1879 -0.6951 2.2984  -0.24
F 10.2227 0.5736 0.9237  -0.23
F 4.5483 -2.5896 -7.7535  -0.26
F -3.9159 3.0488 -5.6073  -0.22
F -5.1096 4.9277 -5.5985  -0.25
F 8.1501 0.6755 1.1659  -0.23
F 2.9605 -2.1686 -6.4033  -0.23
F 4.9867 -2.0938 -5.7100  -0.24
F -1.7127 6.4904 3.2135  -0.23
F -4.3549 3.9841 -3.7324  -0.22
F -1.7706 6.5306 1.0132  -0.20
F -0.1015 7.4786 2.0016  -0.23
O 3.3505 1.6823 -1.5669  -0.57
O 10.8283 1.5485 3.7309  -0.69
O -2.6708 6.6909 -4.8899  -0.66
O 1.4174 -3.9950 2.4483  -0.32
O 1.0062 1.3983 -2.5915  -0.56
O -4.8324 -1.1252 0.0567  -0.32
O 0.7635 4.6532 3.1296  -0.64
O 3.4968 0.1731 -8.3075  -0.67
O -1.3269 3.8520 1.9103  -0.68
O -2.1110 5.2780 -6.8071  -0.65
O 9.2858 3.0964 2.7377  -0.65
O 5.7144 0.4905 -7.2240  -0.64
O -1.2993 4.7048 -4.5983  -0.59
O 0.6076 4.6620 0.6906  -0.62
O 8.3968 1.2578 4.1890  -0.68
O 3.6354 0.6456 -5.9188  -0.62
N -4.9794 0.3617 2.8487  -0.29
N 1.1647 -5.9712 4.4453  -0.31
C -4.0482 4.2416 -5.0018  0.52
C -1.0127 6.4508 2.0699  0.57
C 9.2619 0.4844 1.7852  0.64
C -5.8136 -0.0911 0.3905  -0.84
C -4.4102 -1.0800 -1.2956  -0.80
C -6.2477 0.0302 1.9601  0.32
C 0.5311 -5.1121 2.0775  -0.62
C 0.9621 -6.3078 2.9456  0.19
C -7.3933 0.9923 2.2612  -1.36
C 1.0417 -2.6979 2.0769  -0.79
C 0.0527 -7.5097 2.8747  -1.42
C 4.1800 -1.7874 -6.7094  0.59
H 0.1730 -7.9275 1.8751  0.40
H -7.9844 0.6092 3.0930  0.40
H -5.4033 0.8447 0.0111  0.48
H 1.7315 -5.1402 4.3547  0.39
H 0.9411 -2.6361 0.9933  0.33
H 0.4052 -8.2971 3.5409  0.42
H -4.3487 -0.3969 3.0652  0.33
H -6.6201 -0.9645 2.2052  0.23
H -0.5342 -5.0967 2.3078  0.39
H -3.7818 -1.9218 -1.5865  0.27
H 1.9843 -6.5589 2.6624  0.32
H -0.9847 -7.2987 3.1340  0.37
H -3.8818 -0.2196 -1.7061  0.39
H -5.2904 -0.9890 -1.9321  0.32
H 1.7119 -6.6414 4.9664  0.35
H 0.0736 -2.3722 2.4571  0.29
H -7.1589 1.9295 2.7660  0.41
H -8.0182 1.2162 1.3966  0.35
H 1.7939 -1.9224 2.2213  0.32
H -6.7670 -0.2425 -0.1157  0.39
H 0.6652 -5.5944 1.1093  0.38
H -4.4777 1.1565 2.4790  0.36
H 0.3786 -5.6992 5.0182  0.32
H -5.3620 0.8450 3.6488  0.35

Total charge: -2
E_HOMO: -2.640 eV
ΔE to the lowest compared entry with this formula, charge and spin: 16.061 eV
Energy: -220243.8019 eV
E_LUMO: -0.54 eV
HOMO-LUMO gap: 2.10 eV

Molecular formula: C11H35N8O6Y
Method: DFT, ωB97M-V/def2-TZVPD

Each line ends with the Mulliken charge.
Positions of all 61 atoms, in Å:
Y -3.2056 -6.5653 -0.0255  1.37
O 4.1811 -4.0978 -2.4422  -0.57
O -0.2993 -0.4707 5.7586  -0.23
O -4.4864 0.5603 2.7254  -0.63
O -1.6206 -3.8245 -1.4937  -0.72
O 1.7282 5.5927 -2.2061  -0.37
O -3.4696 -0.7574 -6.5382  -0.60
N 2.5975 -4.6939 -1.1238  -0.41
N 2.0527 -4.0840 -3.1605  -0.29
N -4.5358 -1.3152 -4.6406  -0.37
N -4.2811 0.0196 0.4929  -0.33
N -4.7941 2.0458 1.0972  -0.39
N -2.8612 -2.4864 -5.2957  -0.41
N 0.2035 -2.5524 4.0213  -0.49
N 3.4862 4.0045 -0.9400  -0.58
C 1.0475 -0.7981 5.4364  -0.80
C 2.6047 -2.7498 4.5518  -1.34
C 3.0000 -4.1850 -2.2739  0.61
C 2.0773 4.2915 -2.7574  -0.72
C 1.4230 3.0304 -0.5813  -1.33
C 1.5088 6.5444 -3.2073  -0.84
C -0.3072 0.7848 6.3190  -0.75
C -4.5352 0.8541 1.5128  0.69
C 1.1701 -2.3490 5.0346  0.26
C -3.6386 -1.4677 -5.5749  0.63
C 2.4735 3.3032 -1.6458  0.33
H 0.3587 0.8453 7.1798  0.36
H 2.9077 4.4985 -3.4324  0.50
H 1.7705 -0.4910 6.1920  0.47
H -4.9242 2.6526 1.8940  0.23
H 0.7389 3.8750 -0.6642  0.30
H -5.1880 -0.5538 -4.7627  0.23
H 0.1388 1.6027 5.7530  0.33
H 1.4150 -0.1929 4.6076  0.39
H 3.2701 -2.9154 5.3990  0.33
H 0.2582 -3.5045 3.6888  0.26
H 1.6052 -4.5826 -0.9715  0.19
H -4.0486 -0.9605 0.5666  0.17
H 2.9420 4.8437 -0.8001  0.37
H 1.7451 2.7595 0.4242  0.39
H 0.8565 2.1644 -0.9238  0.33
H -2.7664 -2.9277 -4.3922  0.19
H 4.2546 4.2070 -1.5634  0.28
H -1.3621 0.9795 6.5124  0.27
H -4.4769 0.3725 -0.4330  0.15
H 2.3321 7.2470 -3.3361  0.31
H 2.9073 2.3810 -2.0323  0.48
H 3.3628 -4.5840 -0.4739  0.24
H 1.1708 -4.1272 -2.6702  0.10
H -1.3717 -2.8909 -1.6387  0.22
H 0.7899 7.2708 -2.8283  0.29
H 1.3371 3.7037 -3.3003  0.35
H 0.4874 -2.0130 3.2160  0.27
H -5.0047 2.3049 0.1440  0.20
H 2.9513 -1.9860 3.8557  0.36
H 0.8705 -3.0576 5.8067  0.37
H 2.1142 -3.6305 -4.0609  0.24
H 1.0658 6.2139 -4.1468  0.34
H -2.0470 -2.4896 -5.8933  0.23
H -4.6212 -1.9968 -3.9002  0.17
H 2.6408 -3.6520 3.9412  0.41

Total charge: +2
E_HOMO: -13.213 eV
Energy: -37195.1051 eV
E_LUMO: -11.78 eV
HOMO-LUMO gap: 1.43 eV

Molecular formula: C17H20FNO4S
Method: DFT, ωB97M-V/def2-TZVPD

Each line ends with the Mulliken charge.
Positions of all 44 atoms, in Å:
S -1.6949 -1.0523 1.7021  -0.40
F 0.3079 -4.1334 5.3828  -0.34
O 1.2590 3.1787 -1.9996  -0.42
O 2.4779 -5.3723 5.8811  -0.43
O -0.1685 0.3921 -1.5067  -0.42
O 4.3082 -4.9214 4.6935  -0.59
N 0.4874 -0.8732 0.3747  -0.43
C 2.1188 -2.4832 2.0903  -0.50
C 1.5846 2.0766 -1.1965  -0.51
C -0.8629 2.8979 -3.2300  -0.34
C 1.1919 0.7047 -1.7693  -0.54
C -0.1085 3.5393 -2.0625  -0.44
C 2.8483 -3.2947 2.9255  -0.56
C 0.7682 -2.2264 2.3589  1.27
C -1.6983 -0.1453 0.2351  0.99
C -2.9048 0.5317 -0.3032  -0.86
C 2.2715 -3.8866 4.0541  0.11
C 0.0078 -1.3997 1.4582  0.23
C 3.1287 -4.7616 4.8894  0.59
C -0.4374 -0.1846 -0.3195  -0.40
C 0.9270 -3.6140 4.3139  -0.03
C -2.2664 3.4792 -3.3762  -0.49
C -3.0435 2.7923 -4.4926  -1.31
C 0.1808 -2.7969 3.4879  -0.98
H -0.1139 4.6285 -2.1843  0.40
H 3.8901 -3.5021 2.7303  0.43
H -3.3064 1.2387 0.4227  0.33
H -0.9349 1.8220 -3.0724  0.11
H 3.0845 -5.9322 6.3902  0.36
H 2.6714 2.1161 -1.0958  0.31
H -0.8548 -2.6137 3.7291  0.42
H 1.1301 2.1771 -0.1975  0.37
H 2.5663 -2.0291 1.2214  0.55
H 1.2935 0.7145 -2.8560  0.33
H -2.6364 1.0632 -1.2124  -0.05
H -2.1973 4.5483 -3.5846  0.40
H -4.0434 3.2114 -4.5768  0.40
H -3.1384 1.7271 -4.2932  0.29
H 1.8334 -0.0696 -1.3399  0.51
H -3.6866 -0.1919 -0.5335  0.37
H -0.2952 3.0692 -4.1475  0.39
H -0.6054 3.2952 -1.1127  0.25
H -2.5341 2.9209 -5.4457  0.32
H -2.8053 3.3598 -2.4330  0.32

Total charge: 0
E_HOMO: -8.181 eV
ΔE to the lowest compared entry with this formula, charge and spin: 0.084 eV
SMILES: CCCCOCCOc1nc(-c2ccc(C(=O)O)c(F)c2)sc1C
Energy: -41186.5233 eV
E_LUMO: -0.57 eV
HOMO-LUMO gap: 7.61 eV